Below is C42H42AsIrN4PSTe as an isolated structure, with properties calculated with ωB97M-V with the def2-TZVPD basis set.

The geometry in XYZ format:
```
93
C42H42AsIrN4PSTe (ωB97M-V with the def2-TZVPD basis set)
C 2.711 0.535 3.505
H -3.537 -2.941 4.912
H 2.020 1.544 1.752
C 2.492 -1.061 -4.102
H 1.629 1.500 -6.864
C 1.215 0.730 -0.774
C -1.242 1.358 4.168
H -0.495 2.167 6.008
H -4.872 8.210 -0.964
C -0.166 -4.017 -2.209
C 1.872 -1.699 3.853
C 5.203 -0.370 -2.303
C 7.222 -2.262 -2.464
C 0.810 -2.973 -0.269
C 2.473 1.241 -4.907
H 8.037 -2.972 -2.509
H -1.582 -2.827 -3.307
H -1.407 -0.897 -1.787
H 1.506 -3.009 0.559
H 7.499 -1.581 -4.481
C -4.551 5.161 0.466
N -1.707 0.301 3.499
C 1.977 0.631 2.335
C -4.901 4.425 1.721
C 6.504 -2.111 -1.284
H -3.471 -3.502 1.514
C 2.794 0.332 -3.923
H 1.131 -0.936 -7.186
C -3.496 5.212 -1.702
H 3.247 -0.707 5.170
C -4.579 7.177 -0.842
H -0.546 -0.055 7.149
C -4.927 6.492 0.308
C -0.876 0.049 6.124
C 2.665 -0.632 4.261
S -3.624 -0.400 -0.320
H -2.947 4.709 -2.489
C 1.199 -0.451 1.907
C -0.831 1.278 5.491
C -3.502 3.060 -0.410
C 1.119 -1.602 2.694
C -2.454 -1.977 3.362
P 0.191 -0.270 0.423
C 0.694 -4.064 -1.120
H -0.246 -4.868 -2.873
C 5.944 -0.500 -3.480
H 2.767 -1.778 -3.336
H 1.847 -2.609 4.438
H 1.285 -4.953 -0.938
H 0.487 -2.427 2.384
H 3.325 1.365 3.827
H -1.220 2.300 3.637
H 5.753 0.156 -4.323
H 4.983 -1.010 -0.253
C 1.869 0.791 -6.080
C -3.852 4.514 -0.553
C -3.855 6.540 -1.845
H -4.679 -3.816 -0.483
C -2.907 -3.210 4.061
H -5.980 4.347 1.874
H -4.491 4.896 2.615
N -4.492 -2.843 -0.685
H 1.260 1.775 -0.464
H -2.052 -3.760 4.459
C 1.583 -0.594 -6.263
H -5.493 6.989 1.086
H 6.736 -2.728 -0.426
C 1.893 -1.505 -5.277
Ir -1.936 0.242 1.337
H -2.430 2.900 -0.495
C 6.935 -1.468 -3.565
Te -4.180 2.399 1.529
C 0.047 -1.830 -0.500
H 0.695 0.686 -1.733
H 2.557 -0.963 -1.044
C 2.610 0.114 -0.868
As 3.757 0.923 -2.302
H -1.444 -2.011 5.920
H 1.696 -2.560 -5.415
H 3.157 0.276 0.058
C -0.820 -1.788 -1.598
H -3.472 -3.891 3.431
C -3.808 -2.047 0.110
H -3.581 7.081 -2.740
C -1.381 -1.049 5.432
H 2.711 2.291 -4.788
C 5.507 -1.149 -1.192
H -3.987 2.452 -1.179
H -4.932 -2.455 -1.508
C -0.921 -2.874 -2.451
N -3.304 -2.538 1.257
N -2.640 -1.714 2.115
C -1.800 -0.894 4.123
```

The spin multiplicity is 2. The gap between HOMO and LUMO (alpha / beta) is 4.03 / 3.98 eV. The value obtained for the HOMO energy (alpha / beta) is -16.8022 / -16.8023 eV. As for the total charge: +4.

Charges per atom according to Mulliken partitioning, unit e:
1. C -0.9625
2. H 0.4118
3. H 0.4800
4. C 0.0818
5. H 0.4505
6. C -1.1639
7. C -0.1521
8. H 0.4989
9. H 0.4303
10. C -0.7262
11. C -1.1514
12. C 0.3679
13. C -0.3943
14. C -0.3170
15. C -0.5007
16. H 0.4388
17. H 0.6171
18. H 0.6837
19. H 0.6646
20. H 0.4427
21. C 0.4070
22. N -0.0318
23. C -1.0574
24. C -0.8954
25. C -0.7178
26. H 0.2271
27. C 0.2567
28. H 0.4508
29. C -0.6345
30. H 0.5062
31. C -0.6058
32. H 0.5239
33. C -0.7834
34. C -0.7215
35. C -0.7125
36. S -0.5100
37. H 0.4393
38. C 1.2785
39. C -0.8199
40. C -0.6185
41. C -0.3578
42. C 0.4995
43. P -0.0667
44. C -0.8745
45. H 0.4984
46. C -0.2845
47. H 0.3816
48. H 0.5152
49. H 0.5070
50. H 0.6808
51. H 0.5535
52. H 0.4962
53. H 0.4398
54. H 0.4399
55. C -0.6183
56. C 0.4864
57. C -0.6315
58. H 0.2250
59. C -1.6221
60. H 0.4673
61. H 0.4884
62. N -0.3170
63. H 0.7705
64. H 0.4220
65. C -0.5227
66. H 0.4843
67. H 0.4324
68. C -0.7685
69. Ir 1.5520
70. H 0.3246
71. C -0.7104
72. Te 0.2828
73. C 1.2737
74. H 0.8543
75. H 0.5496
76. C -1.0917
77. As 0.6645
78. H 0.5237
79. H 0.4811
80. H 0.6183
81. C -1.2613
82. H 0.4173
83. C 0.6381
84. H 0.4287
85. C -0.6184
86. H 0.4337
87. C -0.0292
88. H 0.4694
89. H 0.2665
90. C -1.1335
91. N -0.5044
92. N -0.2940
93. C 0.9588